176
Properties=species:S:1:pos:R:3:lowdin_charge:R:1 method="wB97M-V/def2-TZVPD" lumo_energy_ev=0.49 smiles=COC[C@H](C)N.COC[C@H](C)N.COC[C@H](C)N.COC[C@H](C)N.COC[C@H](C)N.COC[C@H](C)N.COC[C@H](C)N.COC[C@H](C)N.COC[C@H](C)N.COC[C@H](C)N.CO e_above_lowest_kcal_mol=57.12 homo_energy_ev=-8.9 gap_ha=0.344 total_energy_ha=-3005.40206
C -3.4969 -0.9164 -1.2353 -0.106
O -4.0397 -1.2340 -2.5117 -0.182
C -4.9523 -0.2874 -3.0170 -0.176
C -6.2965 -0.3650 -2.2133 -0.449
C -6.9332 -1.6983 -2.2712 -0.081
N -7.2377 0.4723 -2.9247 0.015
H -4.2691 -0.8737 -0.4672 0.069
H -2.9730 0.0327 -1.1226 0.075
H -2.7339 -1.6193 -0.9010 0.054
H -4.5646 0.7184 -2.8551 0.112
H -5.0816 -0.4787 -4.0822 0.130
H -6.1631 0.0456 -1.2125 0.128
H -7.1569 -1.9987 -3.2948 0.088
H -7.8261 -1.7692 -1.6500 0.085
H -6.2026 -2.3945 -1.8593 0.074
H -7.4632 -0.0269 -3.7733 0.063
H -8.1021 0.6404 -2.4301 0.073
C -1.4374 -3.8191 -1.1053 -0.146
O -1.4610 -4.3630 0.1480 -0.182
C -0.1804 -4.8403 0.6274 -0.160
C 0.0939 -6.3220 0.2344 -0.432
C -0.6769 -7.4043 1.0291 -0.053
N 1.4948 -6.6464 0.3861 0.037
H -2.4339 -3.5972 -1.4872 0.092
H -0.9209 -4.4161 -1.8569 0.064
H -0.9293 -2.8548 -1.0946 0.081
H 0.5325 -4.2123 0.0930 0.106
H 0.0018 -4.7061 1.6936 0.118
H -0.1116 -6.3636 -0.8352 0.122
H -0.3907 -8.3965 0.6802 0.075
H -1.7514 -7.3562 0.8522 0.070
H -0.5707 -7.2984 2.1087 0.074
H 1.6656 -6.6097 1.3809 0.067
H 1.9668 -5.8033 0.0920 0.018
C 2.6376 2.1762 -3.5793 -0.121
O 1.9007 1.0380 -3.8552 -0.228
C 0.4551 1.1147 -3.7956 -0.157
C -0.1106 2.0310 -4.9043 -0.459
C -1.6213 1.9940 -4.8959 -0.054
N 0.4056 1.5777 -6.1730 0.054
H 2.2544 3.0087 -4.1694 0.085
H 3.6884 2.0707 -3.8492 0.089
H 2.7057 2.5299 -2.5505 0.078
H 0.0626 0.0980 -3.8175 0.102
H 0.0590 1.5020 -2.8569 0.110
H 0.1865 3.0708 -4.7678 0.125
H -1.9364 0.9731 -5.1116 0.081
H -2.0376 2.7233 -5.5908 0.088
H -2.0540 2.1702 -3.9111 0.062
H 1.3835 1.3260 -6.1494 0.059
H -0.0472 0.6792 -6.2618 0.065
C 4.0424 0.1173 -0.2264 -0.053
O 4.6540 -1.1806 -0.4906 -0.174
C 3.7557 -2.1937 -0.8532 -0.208
C 4.3903 -3.6078 -0.9736 -0.393
C 5.4709 -3.6178 -2.1086 -0.048
N 3.4452 -4.6481 -1.2948 0.041
H 3.7442 0.4521 -1.2200 0.077
H 4.8216 0.7981 0.1160 0.080
H 3.1842 0.2253 0.4370 0.071
H 3.0512 -2.1980 -0.0215 0.118
H 3.1644 -2.0616 -1.7593 0.096
H 4.8758 -3.8876 -0.0387 0.136
H 6.0235 -4.5572 -2.1208 0.073
H 6.2218 -2.8362 -1.9931 0.070
H 4.9415 -3.4667 -3.0494 0.060
H 3.8524 -5.5724 -1.2991 0.085
H 3.1951 -4.5922 -2.2717 0.047
C 0.7748 -5.4888 -4.0021 -0.097
O 2.0013 -4.9029 -4.4105 -0.191
C 1.9089 -3.8420 -5.3172 -0.207
C 2.1460 -2.5218 -4.5928 -0.414
C 1.1276 -2.1952 -3.4915 -0.061
N 2.1426 -1.4386 -5.5565 0.056
H 0.3617 -6.0448 -4.8437 0.086
H -0.0592 -4.8564 -3.6978 0.066
H 1.0742 -6.2415 -3.2728 0.091
H 2.6177 -3.9720 -6.1350 0.124
H 0.9747 -3.8274 -5.8785 0.128
H 3.1135 -2.5883 -4.0951 0.115
H 0.0722 -2.2237 -3.7626 0.090
H 1.3607 -1.2828 -2.9426 0.058
H 1.2555 -2.9448 -2.7106 0.057
H 2.3237 -0.6244 -4.9869 0.039
H 2.8807 -1.4678 -6.2453 0.078
C 2.0632 -0.2695 4.5406 -0.115
O 3.4785 -0.1695 4.7127 -0.168
C 3.8633 1.1381 5.2479 -0.186
C 5.3003 1.5369 5.1234 -0.450
C 6.2854 0.5757 5.8544 -0.045
N 5.5439 2.8587 5.6429 0.017
H 1.5067 -0.1373 5.4685 0.083
H 1.9016 -1.3247 4.3203 0.080
H 1.5723 0.4387 3.8732 0.072
H 3.2331 1.9117 4.8093 0.115
H 3.6088 1.1804 6.3070 0.126
H 5.5376 1.7909 4.0903 0.130
H 6.1219 0.7058 6.9242 0.077
H 7.3240 0.6736 5.5383 0.075
H 6.0291 -0.4783 5.7472 0.068
H 6.5423 3.0093 5.6188 0.080
H 5.2068 2.9338 6.5920 0.073
C -0.9556 -3.3070 6.4344 -0.113
O -0.7897 -2.5187 5.2756 -0.213
C -1.9713 -2.5108 4.4480 -0.181
C -1.8582 -1.5232 3.2794 -0.377
C -3.0880 -1.5820 2.3519 -0.041
N -0.6412 -1.7372 2.4677 0.088
H -0.0060 -3.4271 6.9559 0.090
H -1.3784 -4.2735 6.1605 0.084
H -1.6518 -2.8500 7.1377 0.085
H -2.1298 -3.5572 4.1870 0.122
H -2.7944 -2.2958 5.1296 0.125
H -1.7948 -0.5572 3.7804 0.110
H -4.0207 -1.1730 2.7402 0.081
H -3.2434 -2.6056 2.0113 0.086
H -2.8853 -0.9704 1.4727 0.041
H 0.1114 -1.9435 3.1089 0.056
H -0.7224 -2.6279 1.9986 0.054
C -1.2844 2.4821 4.2759 -0.081
O -2.5726 2.8007 3.7529 -0.177
C -2.8361 2.2427 2.5307 -0.213
C -4.3069 2.6593 2.1627 -0.380
C -5.3606 2.2469 3.1835 -0.066
N -4.6783 2.0245 0.8864 0.072
H -0.4470 2.9526 3.7606 0.084
H -1.1115 1.4109 4.1731 0.057
H -1.1975 2.6268 5.3527 0.090
H -2.1266 2.6799 1.8282 0.115
H -2.8180 1.1575 2.6308 0.101
H -4.2710 3.7487 2.1714 0.129
H -6.3189 2.6854 2.9050 0.072
H -5.1367 2.5202 4.2147 0.075
H -5.6501 1.1967 3.2203 0.066
H -4.0799 2.4493 0.1924 0.025
H -4.5593 1.0244 0.8111 0.049
C -1.4488 3.6292 -0.8730 -0.114
O -2.5164 4.5287 -0.6232 -0.190
C -3.5788 4.3306 -1.5700 -0.195
C -4.7339 5.3498 -1.4708 -0.429
C -5.2551 5.5876 -0.0455 -0.059
N -5.7374 4.8814 -2.4067 0.037
H -0.7635 3.9208 -0.0771 0.086
H -0.9754 3.7287 -1.8498 0.088
H -1.8282 2.6470 -0.5910 0.064
H -3.2186 4.3981 -2.5965 0.119
H -4.0147 3.3438 -1.4140 0.096
H -4.3959 6.3180 -1.8404 0.134
H -6.0842 6.2950 -0.0252 0.071
H -4.4825 5.9860 0.6122 0.075
H -5.6471 4.6728 0.3990 0.061
H -6.1830 4.0637 -2.0157 0.068
H -6.4923 5.5525 -2.4045 0.070
C 5.6524 3.3936 -1.2672 -0.094
O 4.4944 3.7363 -0.4632 -0.215
C 4.8828 4.2888 0.8205 -0.180
C 3.6803 4.6340 1.7490 -0.446
C 2.8679 5.7792 1.1599 -0.054
N 4.1004 4.9570 3.0988 0.032
H 5.8612 4.2552 -1.9014 0.086
H 5.2498 2.6286 -1.9312 0.063
H 6.5633 3.0493 -0.7775 0.089
H 5.5163 3.5082 1.2417 0.107
H 5.5574 5.1355 0.6938 0.123
H 3.1003 3.7215 1.8868 0.123
H 2.3466 5.3557 0.3015 0.070
H 3.5531 6.5774 0.8744 0.085
H 2.0481 6.0630 1.8198 0.075
H 4.6774 4.2145 3.4673 0.034
H 3.3386 5.0354 3.7573 0.070
C 0.4228 0.9810 0.3595 -0.168
O -0.8805 0.5490 0.5572 -0.147
H 0.7742 1.0142 1.3908 0.072
H 1.0020 0.3038 -0.2682 0.067
H 0.5769 1.9844 -0.0372 0.068
H -0.8149 -0.2532 1.0804 0.016